# 1
Density functional theory data (ωB97M-V/def2-TZVPD) for an isolated molecule of C3HNOS2 in a non-equilibrium geometry.

Each line ends with the natural charge from an NBO analysis.
Positions of all 8 atoms, in Å:
S (-2.70232, -0.53771, -0.00532)  0.147
S (0.12360, -1.63894, -0.00226)  0.281
O (2.60780, -0.69748, -0.02573)  -0.463
N (0.93172, 0.93118, 0.00693)  -0.429
C (-0.34086, 0.93236, -0.02415)  0.125
C (-1.09433, -0.39893, 0.00603)  -0.422
C (1.47507, -0.39591, 0.03439)  0.538
H (-1.00068, 1.80543, 0.01011)  0.223

Values from the calculation:
HOMO energy: -9.6 eV
Lowest unoccupied orbital energy: -2.1 eV
Relative energy (zero: lowest compared OMol25 entry of this formula, charge and spin): 1.4 kcal/mol


# 2
Density functional theory data (ωB97M-V/def2-TZVPD) for the ion C3HO3 with charge -1 in a non-equilibrium geometry.

Each line ends with the natural charge from an NBO analysis.
Positions of all 7 atoms, in Å:
O (-0.94671, -0.57899, 2.09983)  -0.735
O (2.12976, 1.24586, -0.14277)  -0.588
O (-2.12538, 0.76925, 0.73361)  -0.695
C (1.11943, 1.30043, 0.49728)  0.624
C (0.18347, 1.45705, 1.36325)  -0.711
C (-1.23433, 0.40777, 1.42602)  0.862
H (0.28824, 2.25038, 2.12696)  0.242

Values from the calculation:
Net charge: -1
HOMO energy: -4.0 eV
Lowest unoccupied orbital energy: 4.1 eV
Relative energy (zero: lowest compared OMol25 entry of this formula, charge and spin): 10.9 kcal/mol


# 3
Density functional theory data (ωB97M-V/def2-TZVPD) for the ion C3HO4 with charge -1 in a non-equilibrium geometry.

Each line ends with the natural charge from an NBO analysis.
Positions of all 8 atoms, in Å:
O (-2.20009, -0.15215, -0.88313)  -0.714
O (0.90155, 0.35382, 0.73935)  -0.503
O (0.06144, -0.84621, -0.92911)  -0.513
O (2.30402, -0.94513, -0.33459)  -0.677
C (-0.44520, 0.76249, 0.64972)  -0.362
C (-1.04433, -0.09737, -0.45985)  0.628
C (1.16542, -0.51986, -0.25737)  0.953
H (-0.74282, 1.44441, 1.47498)  0.189

Values from the calculation:
Net charge: -1
HOMO energy: -2.4 eV
Lowest unoccupied orbital energy: 4.2 eV
Relative energy (zero: lowest compared OMol25 entry of this formula, charge and spin): 10.1 kcal/mol


Number 1: HOMO-LUMO gap 7.6 eV. Number 2: HOMO-LUMO gap 8.1 eV. Number 3: HOMO-LUMO gap 6.6 eV.